[1]
Entry from OMol25: a molecular structure, C28H54AuP2Si in a non-equilibrium geometry (ωB97M-V/def2-TZVPD).

Structure (XYZ):
```
86
Properties=species:S:1:pos:R:3:forces:R:3:mulliken_spin:R:1
Au 0.1030 -0.0772 1.4994 0.7073 -1.3279 0.6570 0.313
C -0.4357 -2.7139 2.4749 0.9568 0.0991 0.1196 0.128
C 0.9347 -2.8709 2.1031 -0.3997 0.4770 0.4488 0.160
C 0.8229 -1.1464 3.6522 -1.4579 -0.3445 -0.3688 0.119
C -0.5210 -1.6670 3.4480 1.3808 0.7445 -0.1657 0.208
C 1.7044 -1.9297 2.8306 -0.4387 -0.4320 -0.2074 0.208
C -1.5866 -3.5335 2.0429 -0.6116 -0.2836 -0.5089 -0.010
H -1.4044 -4.0081 1.0649 -0.0584 0.0913 0.3809 0.005
H -2.4891 -2.9064 1.9463 0.2521 -0.2507 0.0183 0.011
H -1.8391 -4.3384 2.7583 0.2042 0.3160 -0.2115 0.017
C -1.6994 -1.4022 4.3051 -0.4981 0.2403 0.4230 0.010
H -2.6298 -1.7047 3.8097 0.1591 0.1233 0.0929 0.004
H -1.7845 -0.3415 4.5782 0.0469 -0.4389 -0.1180 0.009
H -1.6479 -1.9786 5.2505 0.0778 0.2032 -0.3871 0.008
C 1.2535 -0.2842 4.7836 0.1945 0.3271 0.4045 0.007
H 1.3050 -0.8552 5.7279 -0.0613 0.1136 -0.3059 0.005
H 0.5634 0.5527 4.9443 0.2687 -0.2652 -0.0673 0.014
H 2.2580 0.1264 4.6133 -0.2798 -0.0275 0.0341 0.002
C 3.1853 -1.8622 2.8919 0.5847 0.1698 -0.1943 -0.010
H 3.5956 -2.4874 3.7081 -0.2406 0.2219 -0.2967 0.017
H 3.5296 -0.8312 3.0754 -0.0633 -0.3434 -0.0443 0.005
H 3.6452 -2.2123 1.9549 -0.1107 0.0638 0.3146 0.006
C 1.4779 -3.8694 1.1559 0.3106 -0.2650 -0.5206 0.004
H 1.8496 -4.7716 1.6655 -0.1155 0.2051 -0.1280 0.006
H 2.3239 -3.4443 0.5938 -0.1908 -0.2029 0.0941 0.003
H 0.7208 -4.1847 0.4274 0.1738 -0.0105 0.1474 0.003
C -1.8413 0.3064 -5.3099 -0.3599 -0.2566 0.0207 0.000
C -1.7248 -1.0257 -5.3912 -0.5439 0.3271 -0.2874 0.001
C -0.7932 -1.8092 -6.2754 0.3179 -0.2486 0.0735 0.000
C 0.5392 -1.1232 -6.6351 0.1352 -0.1688 -0.4569 0.000
C 1.3284 -0.5750 -5.4747 0.3519 0.1324 0.1430 0.000
C 1.2032 0.6333 -4.9127 0.5727 -0.1883 -0.4325 0.000
C 0.2877 1.7516 -5.3252 -0.2546 0.1314 0.0655 0.000
C -1.0094 1.3275 -6.0399 -0.1011 0.3905 -0.3679 0.000
H -1.2860 -2.0694 -7.2318 -0.0278 0.1142 0.4388 0.000
H 0.3431 -0.3342 -7.3701 0.2453 -0.3852 0.1738 0.000
H -0.5999 -2.7762 -5.7809 0.0680 0.2639 -0.1533 0.000
H -0.7573 0.9719 -7.0471 -0.2641 0.2772 0.3843 0.000
H -2.6866 0.7354 -4.7527 0.4061 -0.3499 0.0799 0.000
H -2.4620 -1.6538 -4.8773 0.1658 0.3364 -0.0109 -0.001
H -1.6194 2.2353 -6.1902 0.2037 -0.3284 0.0733 0.000
H 0.0486 2.3388 -4.4222 -0.0455 -0.0914 -0.2586 0.000
H 1.9186 0.9207 -4.1327 -0.1098 -0.2351 -0.2204 0.000
H 0.8155 2.4511 -5.9994 -0.0101 -0.2486 0.3070 0.000
H 1.1660 -1.8673 -7.1553 -0.2145 0.2554 0.1799 0.000
H 2.1472 -1.2310 -5.1461 -0.4059 0.3063 0.1878 0.000
P -0.8750 -0.3789 -0.7027 -0.2629 -0.3362 0.1382 0.123
P 1.8554 0.9849 0.2723 -0.0126 -0.6884 0.5629 0.136
C -0.0047 0.7934 -1.8694 -0.2392 -0.2242 0.0814 0.015
C 0.9959 1.7593 -1.1743 0.1012 0.4462 0.1095 -0.003
H -0.7878 1.3625 -2.4043 0.3920 -0.1673 0.2214 0.003
H 0.5023 0.1887 -2.6457 -0.2590 0.1798 0.4900 0.004
H 1.7446 2.1165 -1.9066 -0.3110 -0.1105 0.2953 0.005
H 0.4626 2.6501 -0.7940 0.2139 -0.3463 -0.1024 -0.002
C 2.7607 2.1199 1.3540 0.2065 0.7797 -0.3350 0.010
H 3.4036 1.5362 2.0319 -0.2859 0.0069 -0.3532 0.001
H 2.0727 2.7051 1.9812 0.2282 -0.2174 -0.3968 -0.003
H 3.3953 2.7884 0.7590 -0.0004 0.0374 0.2734 0.006
C 3.1435 -0.0724 -0.4392 0.3612 0.0464 -0.3389 0.006
H 3.7218 0.4630 -1.2111 -0.1207 -0.2134 0.2512 0.005
H 2.6941 -0.9687 -0.8824 0.0999 0.1711 0.0491 0.001
H 3.8241 -0.3818 0.3664 -0.2139 0.0446 -0.2500 -0.003
C -2.6565 -0.0221 -0.6992 -0.1889 0.2614 -0.2942 0.008
H -3.1717 -0.7522 -0.0579 0.2751 0.1492 -0.1532 0.000
H -3.0620 -0.1053 -1.7180 0.0174 0.1506 0.2566 0.003
H -2.8407 0.9756 -0.2805 -0.0205 -0.2446 -0.2398 0.000
C -0.8388 -2.0168 -1.4855 0.0978 -0.1886 -0.3325 0.013
H 0.1619 -2.4577 -1.4092 -0.1794 0.0917 -0.0530 -0.002
H -1.1352 -1.9620 -2.5448 0.0757 -0.0165 0.2712 0.011
H -1.5436 -2.6636 -0.9456 0.1819 0.1590 -0.1238 -0.004
C -2.5883 3.9643 2.6725 0.1319 0.0140 0.1794 0.021
Si -1.2762 2.7899 3.3407 -0.0872 -0.2508 -0.0859 -0.015
C 0.3631 3.6290 3.6573 0.2884 0.0900 0.0520 0.008
C -1.7734 2.1093 5.0170 -0.1754 0.0741 0.2152 0.004
C -1.2513 1.5007 1.9610 -0.8012 0.4850 0.1682 0.387
H -2.7468 4.8270 3.3290 -0.0634 -0.0795 -0.1568 0.004
H -3.5342 3.4165 2.5640 0.1434 0.1839 0.0389 0.000
H -2.2888 4.3194 1.6774 -0.0956 0.0261 0.2070 0.000
H 0.2752 4.3855 4.4551 -0.0178 -0.2413 -0.2930 -0.001
H 1.1055 2.8849 3.9941 -0.2102 0.2364 -0.0944 -0.001
H 0.7514 4.1258 2.7640 0.0279 0.0771 0.0947 0.000
H -2.6971 1.5255 4.9439 0.0583 0.0934 0.1410 -0.002
H -0.9952 1.4754 5.4680 -0.3329 0.2639 -0.1158 -0.001
H -1.9556 2.9435 5.7197 0.0468 -0.2972 -0.3057 0.000
H -2.1947 0.9299 2.0054 0.0837 0.3189 0.0563 0.001
H -1.2686 2.0464 1.0002 -0.0735 -0.0022 0.3210 0.007
```
Positions in Å, forces in eV/Å.

Values from the calculation:
LUMO level (spin up / spin down) = -1.8 / -4.0 eV
Charge = +1
2S+1 = 3
Energy relative to the best compared isomer or geometry (same formula, charge and spin) = 0.0 kJ/mol
Strongest force on any atom = 1.64 eV/Å



[2]
Entry from OMol25: 2 unconnected molecules or ions with the total composition C4H3OP in a non-equilibrium geometry (ωB97M-V/def2-TZVPD).

Structure (XYZ):
```
9
Properties=species:S:1:pos:R:3:forces:R:3:nbo_charge:R:1
C 3.6942 0.2326 -0.1174 7.1732 2.0341 0.1205 -0.449
C 2.5679 -0.0013 0.0370 -8.0440 -2.4047 0.4950 -0.184
C -2.6391 -0.1255 -0.0434 0.3527 1.8222 -0.3543 0.374
C -1.1894 -0.1290 0.2023 1.3239 -2.0318 -0.2846 -0.798
O -3.3224 0.8662 0.0011 0.3045 0.4626 0.7104 -0.462
P -0.0004 -1.2896 -0.0280 0.8756 1.4579 0.0384 0.882
H 4.7480 0.5903 0.0160 -1.7144 -0.7116 -0.5575 0.242
H -3.0694 -0.9380 -0.5006 -0.9129 -2.8174 -0.7368 0.128
H -0.7894 0.7942 0.4329 0.6414 2.1886 0.5688 0.267
```
Positions in Å, forces in eV/Å.

Values from the calculation:
LUMO level (spin up / spin down) = -2.3 / -2.4 eV
Energy relative to the best compared isomer or geometry (same formula, charge and spin) = 556.4 kJ/mol
Strongest force on any atom = 8.41 eV/Å